[1]
Here is 2 unconnected molecules or ions with the total composition C3H8OS in a non-equilibrium geometry from the OMol25 dataset. Energies are from the ωB97M-V functional and the def2-TZVPD basis.

ΔE to the lowest compared entry with this formula, charge and spin = 94.3 kcal per mole
frontier orbital gap = 8.65 eV
HOMO energy = -0.3080 Ha
E = -16119.147 eV
SMILES string = C=O.CSC
largest force on an atom = 0.1673 Eh/bohr
molar mass = 92.2 g/mol

Cartesian coordinates (Å):
1 C 0.444 -1.931 -0.054
2 H 0.099 2.697 0.961
3 C 0.691 1.675 0.948
4 H 0.277 1.017 1.717
5 H -0.813 -1.070 -0.360
6 C -1.033 -0.109 -0.860
7 H -0.463 -2.456 -0.584
8 H 1.653 2.098 0.891
9 H -1.159 -0.341 -1.907
10 O 1.719 -1.655 -0.470
11 S 0.352 1.089 -0.718
12 H -1.969 0.266 -0.420
13 H 0.202 -1.281 0.857

Forces on the atoms, in the same order (eV/Å):
C 7.237 1.925 -0.912
H 0.613 -1.995 0.616
C -4.102 2.458 -0.695
H 0.987 0.242 0.182
H -1.203 1.835 -0.622
C -0.282 1.194 1.253
H 2.568 -0.377 0.766
H 1.667 -0.674 0.598
H 0.064 0.329 -0.352
O -8.006 -2.605 1.780
S 0.039 -0.499 -1.842
H 0.242 -0.034 -0.272
H 0.176 -1.800 -0.500

---

[2]
Here is C24H28N2O8S2 in the gas phase in a non-equilibrium geometry from the OMol25 dataset. Energies are from the ωB97M-V functional and the def2-TZVPD basis.

ΔE to the lowest compared entry with this formula, charge and spin = 0.0 kcal per mole
frontier orbital gap = 8.62 eV
HOMO energy = -0.3001 Ha
E = -66372.893 eV
SMILES string = COc1ccc(C(=O)OCC(=O)N(C)[C@H]2CCS(=O)(=O)C2)cc1S(=O)(=O)N1CCCc2ccccc21
largest force on an atom = 0.0218 Eh/bohr
molar mass = 536.6 g/mol

Cartesian coordinates (Å):
1 H -6.765 -0.504 1.397
2 C 4.797 1.878 0.041
3 H 1.169 -1.167 -3.369
4 H 4.854 1.531 2.185
5 C 4.180 -2.344 0.383
6 H -1.086 0.735 0.753
7 C -3.609 -0.407 -2.842
8 C -2.808 3.360 -0.466
9 C -4.317 1.596 0.207
10 H 3.732 0.745 -1.490
11 H -4.941 3.470 -0.582
12 H -3.139 0.550 -3.084
13 C -1.936 1.320 0.444
14 S 2.195 2.048 -0.201
15 H 2.828 -0.063 3.098
16 H -2.653 4.344 -0.880
17 C -4.738 -1.079 0.963
18 C 3.769 1.744 -1.065
19 H 2.173 1.856 2.208
20 H 5.707 1.329 -0.193
21 C -4.089 2.865 -0.304
22 C -1.727 -1.176 -1.608
23 H -5.538 0.323 2.373
24 H -3.520 -1.093 -3.688
25 C -1.192 -1.528 -0.368
26 C 2.750 -0.535 2.115
27 H 3.141 3.237 1.647
28 C -1.730 2.584 -0.077
29 H -6.119 0.765 -0.591
30 H 0.507 -2.069 0.756
31 C -3.222 0.798 0.567
32 N -3.414 -0.496 1.050
33 S -2.138 -1.566 1.169
34 O 3.288 -1.315 -1.883
35 C 1.011 -1.679 -1.304
36 O -3.058 -0.961 -1.665
37 C 0.493 -1.294 -2.537
38 H -4.746 -1.943 1.626
39 H 5.052 2.928 0.195
40 C -5.776 -0.045 1.374
41 C 0.145 -1.805 -0.223
42 O 5.848 -0.651 0.380
43 O -1.239 -1.123 2.197
44 C -5.730 1.104 0.376
45 C 2.902 2.190 1.483
46 C 4.709 -0.936 0.692
47 O -2.709 -2.871 1.333
48 H 1.782 -0.303 1.669
49 H -0.721 2.950 -0.188
50 H -4.663 -0.243 -2.622
51 O 1.329 0.900 -0.269
52 H 4.793 -2.716 -0.445
53 C 4.164 1.356 1.347
54 H -6.366 1.928 0.709
55 H 4.296 -3.008 1.242
56 C -0.858 -1.067 -2.696
57 H 2.813 -1.608 2.262
58 O 2.805 -2.375 0.034
59 O 1.620 3.306 -0.602
60 N 3.845 -0.075 1.279
61 H -1.232 -0.776 -3.665
62 C 2.471 -1.771 -1.117
63 H 3.877 2.486 -1.848
64 H -4.931 -1.426 -0.060

Forces on the atoms, in the same order (eV/Å):
H 0.041 -0.034 0.035
C 0.515 -0.080 0.142
H 0.048 0.034 -0.072
H -0.149 0.062 -0.102
C 0.505 -0.031 -0.278
H 0.139 0.111 0.025
C -0.098 0.122 -0.220
C -0.027 0.092 -0.023
C -0.089 -0.155 0.011
H -0.070 -0.028 0.016
H -0.097 0.051 -0.008
H 0.004 -0.023 0.030
C 0.022 0.139 -0.004
S -0.016 0.511 -0.069
H -0.023 -0.048 0.009
H 0.019 0.104 -0.028
C -0.512 -0.495 0.155
C -0.512 0.061 0.374
H -0.177 -0.022 0.000
H -0.153 0.222 -0.010
C 0.174 -0.036 -0.007
C -0.021 -0.045 -0.135
H -0.044 -0.021 0.071
H 0.016 0.021 0.049
C -0.640 0.162 0.492
C -0.200 -0.183 0.178
H 0.051 0.052 -0.018
C -0.018 -0.062 -0.042
H -0.070 -0.001 0.020
H 0.154 0.030 0.077
C 0.317 0.919 -0.153
N 0.740 -0.817 0.191
S -0.140 -0.281 0.186
O 0.007 -0.189 0.057
C -0.391 -0.164 0.004
O 0.299 -0.230 0.078
C 0.197 -0.130 0.283
H -0.177 0.103 -0.139
H -0.023 0.004 0.051
C 0.146 0.018 -0.238
C 0.251 -0.044 -0.179
O 0.162 -0.183 0.027
O 0.098 0.275 -0.216
C -0.070 -0.070 0.139
C -0.153 -0.271 -0.794
C 0.049 -0.440 -0.064
O -0.185 0.057 -0.281
H 0.018 -0.032 0.131
H 0.077 0.046 -0.009
H 0.054 0.005 -0.039
O 0.066 -0.287 0.127
H -0.102 0.110 0.230
C 0.809 0.028 0.248
H 0.005 -0.007 -0.073
H -0.051 0.101 -0.081
C -0.281 0.067 -0.003
H -0.013 0.039 0.060
O -0.225 -0.207 0.206
O 0.200 0.351 0.004
N -0.263 0.414 -0.062
H -0.065 0.022 -0.058
C 0.028 0.185 -0.310
H -0.119 0.103 -0.046
H -0.042 -0.006 0.056

---

[3]
Here is C3H5NO3 in the gas phase from the OMol25 dataset. Energies are from the ωB97M-V functional and the def2-TZVPD basis.

ΔE to the lowest compared entry with this formula, charge and spin = 61.9 kcal per mole
frontier orbital gap = 11.20 eV
HOMO energy = -0.3800 Ha
E = -10823.002 eV
largest force on an atom = 0.0124 Eh/bohr
molar mass = 103.1 g/mol

Cartesian coordinates (Å):
1 O -0.678 -0.801 0.908
2 C -1.337 -0.648 -0.334
3 C 0.049 0.314 0.351
4 O -0.415 -1.104 -1.299
5 H 1.043 0.356 -1.616
6 H -2.326 -1.079 -0.461
7 O -1.183 0.758 -0.302
8 H 0.171 1.811 1.697
9 N 0.745 1.131 1.212
10 H 1.551 -1.031 -0.570
11 C 0.733 -0.364 -0.853
12 H 1.593 1.531 0.839

Forces on the atoms, in the same order (eV/Å):
O -0.027 -0.108 0.061
C -0.528 -0.334 -0.128
C 0.514 0.257 0.041
O -0.029 -0.032 -0.040
H -0.021 -0.095 0.129
H 0.115 0.106 0.019
O 0.011 0.087 0.017
H 0.087 -0.209 -0.033
N -0.105 0.199 -0.040
H -0.145 0.045 -0.020
C 0.259 0.099 0.026
H -0.131 -0.015 -0.032

---

Q: Look up the ΔE to the lowest compared entry with this formula, charge and spin of the first one.
A: 94.3 kcal per mole

---

Q: Which of these has the highest ΔE to the lowest compared entry with this formula, charge and spin?
A: C3H8OS

---

Q: Look up the ΔE to the lowest compared entry with this formula, charge and spin of the third one.
A: 61.9 kcal per mole